1.
One molecule with the formula C7H8INO2, computed with the ωB97M-V functional and the def2-TZVPD basis.

Element x y z (Å)
I (-3.486, 0.524, 0.107)
O (2.031, 3.298, 1.320)
O (1.062, 2.697, -0.548)
N (1.777, 2.357, 0.620)
C (-0.937, 1.550, -0.993)
C (-1.458, 0.490, -0.431)
C (0.747, -0.795, -0.530)
C (1.334, 0.269, -1.072)
C (-0.701, -0.768, -0.106)
C (-0.793, -1.070, 1.417)
C (0.528, 1.536, -1.304)
H (1.231, -1.778, -0.372)
H (-1.205, -1.602, -0.564)
H (-1.834, -1.155, 1.495)
H (-1.323, 2.543, -1.434)
H (-0.086, -0.285, 1.837)
H (0.664, 1.755, -2.446)
H (-0.365, -2.063, 1.765)
H (2.402, 0.507, -1.291)

The structure (SMILES) is C[C@@H]1C=C[C@H](ON=O)C=C1I. Its energy above the lowest of the compared OMol25 structures with the same formula, charge and spin is 462.2 kJ/mol. The LUMO energy comes out at 0.2 eV. Its spin multiplicity is 1. The net charge is 0. Its frontier orbital gap is 9.4 eV. For the total energy, the calculation gives -774.29210 a.u. The value obtained for the HOMO energy is -0.3404 Eh.

Charges per atom according to Mulliken partitioning, unit e:
1 I 0.0858
2 O -0.3670
3 O -0.1907
4 N 0.2217
5 C -0.7299
6 C -0.0553
7 C -0.6416
8 C -0.5887
9 C 0.3960
10 C -1.1080
11 C 0.4300
12 H 0.3672
13 H 0.3130
14 H 0.4040
15 H 0.2643
16 H 0.2976
17 H 0.2376
18 H 0.3189
19 H 0.3450

=====

2.
C7H8LiO8Tl as an isolated structure, computed with the ωB97M-V functional and the def2-TZVPD basis.

Element x y z (Å)
Tl (3.790, -0.866, 4.805)
O (-0.417, 0.780, 3.467)
O (-5.075, -1.356, 0.584)
O (-7.663, -0.789, 0.737)
O (-2.933, -1.235, 1.726)
O (1.382, 0.650, 4.736)
O (-4.325, 0.515, 1.871)
O (1.121, -0.841, 3.128)
O (-7.944, -2.908, 0.582)
C (-8.809, -2.549, 1.696)
C (-1.185, 0.306, 2.369)
C (-2.188, -0.742, 2.833)
C (-8.465, -1.083, 1.918)
C (-7.257, -1.900, 0.135)
C (-4.019, -0.553, 1.291)
C (0.728, 0.150, 3.789)
Li (-5.861, 0.452, 0.640)
H (-1.658, -1.606, 3.251)
H (-0.530, -0.119, 1.598)
H (-7.875, -0.906, 2.822)
H (-2.858, -0.329, 3.598)
H (-8.544, -3.192, 2.539)
H (-9.322, -0.404, 1.899)
H (-9.846, -2.722, 1.390)
H (-1.705, 1.181, 1.962)

Its energy above the lowest of the compared OMol25 structures with the same formula, charge and spin is 167.0 kJ/mol. The LUMO energy comes out at -1.0 eV. Its spin multiplicity is 1. The net charge is 0. Its frontier orbital gap is 7.5 eV. For the total energy, the calculation gives -1053.43536 a.u. The value obtained for the HOMO energy is -0.3112 Eh.

Charges per atom according to Mulliken partitioning, unit e:
1 Tl 0.8017
2 O -0.3565
3 O -0.7297
4 O -0.2319
5 O -0.2983
6 O -0.7716
7 O -0.7592
8 O -0.7437
9 O -0.1747
10 C -0.3142
11 C -0.4060
12 C -0.3292
13 C -0.2865
14 C -0.0175
15 C 0.7524
16 C 0.8531
17 Li 0.8303
18 H 0.2905
19 H 0.3160
20 H 0.2332
21 H 0.2977
22 H 0.2503
23 H 0.2488
24 H 0.2662
25 H 0.2790

=====

3.
C7H8LuN2O5 as an isolated structure, computed with the ωB97M-V functional and the def2-TZVPD basis.

Element x y z (Å)
Lu (0.871, 0.547, 0.182)
O (-1.271, -0.109, 0.009)
O (-1.021, -2.336, -0.888)
O (0.720, 1.422, -2.945)
O (0.968, -0.964, 3.057)
O (3.070, -1.873, -0.871)
N (-3.054, -0.433, -1.299)
N (-2.964, -1.295, 0.861)
C (0.789, 1.019, -1.897)
C (1.896, 2.320, 0.844)
C (0.950, -0.537, 2.016)
C (2.915, 1.437, 0.451)
C (2.309, -1.118, -0.540)
C (-0.480, -1.337, -0.512)
C (-2.508, -0.649, -0.154)
H (-2.558, 0.021, -2.071)
H (-4.028, -0.676, -1.416)
H (-3.933, -1.581, 0.848)
H (-2.400, -1.484, 1.695)
H (1.519, 2.337, 1.890)
H (3.347, 1.472, -0.565)
H (1.446, 3.039, 0.125)
H (3.419, 0.778, 1.180)

Its energy above the lowest of the compared OMol25 structures with the same formula, charge and spin is 377.0 kJ/mol. The LUMO energy comes out at -13.8 eV. Its spin multiplicity is 1. The net charge is +3. Its frontier orbital gap is 7.6 eV. For the total energy, the calculation gives -1991.50556 a.u. The value obtained for the HOMO energy is -0.7850 Eh.

Charges per atom according to Mulliken partitioning, unit e:
1 Lu 0.8795
2 O -0.5896
3 O -0.2950
4 O -0.0076
5 O -0.0073
6 O -0.0463
7 N -0.2803
8 N -0.2803
9 C 0.3261
10 C -0.5665
11 C 0.3258
12 C -0.5430
13 C 0.4349
14 C -0.0244
15 C 0.8458
16 H 0.2124
17 H 0.2528
18 H 0.2528
19 H 0.2124
20 H 0.4978
21 H 0.4511
22 H 0.4979
23 H 0.4510

=====

4.
One molecule with the formula C7H8N2, computed with the ωB97M-V functional and the def2-TZVPD basis.

Element x y z (Å)
N (-4.045, 0.438, 0.441)
N (-3.078, -0.141, 0.204)
C (1.182, 0.935, 0.798)
C (1.566, -0.460, 0.072)
C (0.374, -1.081, -0.615)
C (-2.035, -0.807, -0.104)
C (0.600, 1.823, -0.231)
C (-0.405, 1.113, -0.777)
C (-0.765, -0.162, -0.574)
H (0.998, 2.679, -0.680)
H (-1.904, -1.713, 0.335)
H (0.411, 0.599, 1.479)
H (0.565, -1.317, -1.746)
H (0.183, -2.059, -0.214)
H (1.942, -0.980, 0.914)
H (2.438, -0.238, -0.670)
H (1.976, 1.371, 1.367)

Its energy above the lowest of the compared OMol25 structures with the same formula, charge and spin is 437.6 kJ/mol. The LUMO energy (alpha / beta) comes out at 0.3 / 0.3 eV. Its spin multiplicity is 1. The net charge is 0. Its frontier orbital gap (alpha / beta) is 8.2 / 8.2 eV. For the total energy, the calculation gives -380.85701 a.u. The value obtained for the HOMO energy (alpha / beta) is -0.2893 / -0.2892 Eh.

Charges per atom according to Mulliken partitioning, unit e:
1 N -0.6992
2 N 0.6300
3 C -0.7337
4 C -0.5462
5 C -0.5240
6 C -0.5058
7 C -0.4946
8 C -0.3276
9 C 0.4757
10 H 0.4308
11 H 0.3786
12 H 0.3239
13 H 0.2689
14 H 0.2922
15 H 0.3656
16 H 0.2489
17 H 0.4163